Entry 1:
Density functional theory data (the ωB97M-V functional and the def2-TZVPD basis) for an isolated molecule of C6H4FN in a non-equilibrium geometry.

HOMO level (alpha / beta): -8.0 / -8.0 eV
E_LUMO (alpha / beta): -0.69 / -0.69 eV
frontier orbital gap (alpha / beta): 7.32 / 7.32 eV
energy relative to the best compared isomer or geometry (same formula, charge and spin): 5.397 eV
DFT total energy: -10487.6782 eV

```
12
Properties=species:S:1:pos:R:3:forces:R:3:mulliken_charge:R:1
C 0.8687 0.1204 0.4704 -5.0185 0.6066 -1.2153 0.67
C 0.2296 1.3711 0.7553 0.9485 0.8497 1.3617 -1.18
C -0.2311 -0.6048 -0.3729 -0.9241 -0.6076 0.9725 -0.46
C 1.8331 -0.7673 0.5922 2.7683 -2.0298 -2.4876 0.34
C -1.3908 0.0650 -0.3417 -0.6004 -0.8727 -2.4989 0.16
C -1.1993 1.4028 0.1813 -0.1180 -0.5343 3.4685 -0.06
N 2.4606 -1.7459 0.2023 -0.6724 1.7375 2.0800 -0.49
F -2.5631 -0.3129 -1.0683 2.1382 0.4977 1.6233 -0.29
H -0.2141 -1.6421 -0.6052 0.4414 -0.6875 -0.6716 0.41
H -2.0055 1.7979 0.9255 1.5979 -0.8220 -0.8904 0.32
H -1.1750 2.1580 -0.5238 0.0184 1.6248 -1.8975 0.28
H 3.3868 -1.8422 -0.2152 -0.5794 0.2376 0.1553 0.30
```
Positions in Å, forces in eV/Å.

Entry 2:
Density functional theory data (the ωB97M-V functional and the def2-TZVPD basis) for a structure of composition C6H4KO2 in a non-equilibrium geometry.

HOMO level: -14.2 eV
E_LUMO: -6.10 eV
frontier orbital gap: 8.11 eV
energy relative to the best compared isomer or geometry (same formula, charge and spin): 2.345 eV
DFT total energy: -26696.9158 eV
charge: +1

```
13
Properties=species:S:1:pos:R:3:forces:R:3:mulliken_charge:R:1
K 1.7066 -2.5549 -1.1587 8.0706 -5.5793 0.1625 0.97
C -1.4048 0.6951 0.4987 1.1116 1.2599 1.3201 -0.25
C -1.3090 -0.3364 -0.3151 -1.9966 0.2268 -1.3208 -0.38
C -0.1032 -0.9694 -0.7917 -0.4878 -0.2005 -0.9387 1.02
O -0.0881 -1.9927 -1.5078 -7.1010 3.9951 -0.0704 -0.83
C 1.1320 -0.2661 -0.3544 -0.4310 -2.9436 -0.7456 -0.52
C 1.0214 0.6701 0.5123 2.2866 3.8416 2.7375 -0.47
C -0.1551 1.3553 1.0495 -3.0320 -0.9435 -1.1958 0.25
O -0.2307 2.3567 1.7061 1.0226 -0.2005 0.0696 -0.44
H -2.3278 1.2098 0.7218 -0.2118 -0.1453 -0.0799 0.42
H -2.2277 -0.4843 -0.8633 -0.0623 -1.0975 -0.0708 0.35
H 2.0679 -0.8023 -0.4100 0.3817 1.9440 -0.0405 0.50
H 1.9185 1.1191 0.9125 0.4493 -0.1571 0.1728 0.38
```
Positions in Å, forces in eV/Å.

Entry 3:
Density functional theory data (the ωB97M-V functional and the def2-TZVPD basis) for an isolated molecule of C6H4N2 in a non-equilibrium geometry.

HOMO level: -8.7 eV
E_LUMO: -1.79 eV
SMILES string: C1=CC2=NC=CC2=N1
frontier orbital gap: 6.87 eV
energy relative to the best compared isomer or geometry (same formula, charge and spin): 2.171 eV
DFT total energy: -9263.8426 eV

```
12
Properties=species:S:1:pos:R:3:forces:R:3:mulliken_charge:R:1
C 2.0655 -0.1471 0.0032 0.5715 2.6765 0.1122 -0.25
C 1.4718 1.0885 0.0147 -0.7318 -1.3697 -0.1373 -0.60
C -0.0021 0.7599 -0.0204 -0.0686 -0.8249 0.2159 0.67
N -1.1867 1.2545 -0.0023 1.8063 1.1052 -0.2341 -0.62
C -2.0793 0.1355 -0.0162 0.3181 -1.6378 0.6086 -0.23
C -1.4278 -1.0541 -0.0026 -1.8245 -1.0857 0.1213 -0.62
C -0.0165 -0.7844 -0.0139 1.7081 2.2846 -0.1843 0.65
N 1.1793 -1.2564 -0.0048 -1.8732 -1.2740 0.0149 -0.60
H 3.1458 -0.3493 0.0184 -0.6751 0.1037 -0.0180 0.42
H 1.8577 2.0915 0.0405 0.3849 -0.1304 -0.0301 0.39
H -3.1485 0.3210 0.1023 0.4322 -0.1360 -0.2827 0.43
H -1.8735 -2.0389 0.0987 -0.0478 0.2884 -0.1864 0.37
```
Positions in Å, forces in eV/Å.

Among the records above, which one has the highest energy relative to the best compared isomer or geometry (same formula, charge and spin)? C6H4FN

What is the formula in the third record? C6H4N2

Among the records above, which one has the lowest DFT total energy? C6H4KO2